No. 1
Entry from OMol25: a 13-piece molecular cluster, C42H118N8O13 overall in a non-equilibrium geometry (the ωB97M-V functional and the def2-TZVPD basis).

net charge: 0
frontier orbital gap: 8.72 eV
ΔE to the lowest compared entry with this formula, charge and spin: 92.8 kJ/mol

Bonds (Å) are listed after each position.
Atoms and positions in Å:
1 C -6.005 -0.175 -4.596  C2 1.542, H7 1.092, H8 1.079, H9 1.086
2 C -5.274 1.179 -4.506  C1 1.542, C3 1.505, N6 1.464, H10 1.087
3 C -3.831 1.008 -4.114  C2 1.505, O4 1.431, H11 1.094, H12 1.089
4 O -3.631 0.258 -2.912  C3 1.431, C5 1.432
5 C -2.257 0.005 -2.601  O4 1.432, H13 1.101, H14 1.068, H15 1.082
6 N -5.361 2.022 -5.701  C2 1.464, H16 1.000, H17 0.983
7 H -5.499 -0.731 -5.387  C1 1.092
8 H -7.063 -0.088 -4.792  C1 1.079
9 H -5.773 -0.769 -3.717  C1 1.086
10 H -5.707 1.697 -3.654  C2 1.087
11 H -3.430 2.014 -3.964  C3 1.094
12 H -3.303 0.520 -4.932  C3 1.089
13 H -2.311 -0.869 -1.934  C5 1.101
14 H -1.723 0.770 -2.082  C5 1.068
15 H -1.692 -0.256 -3.486  C5 1.082
16 H -6.280 2.202 -6.049  N6 1.000
17 H -4.874 1.587 -6.436  N6 0.983
18 C -1.387 4.605 -3.742  C19 1.532, H24 1.083, H25 1.068, H26 1.065
19 C -0.180 4.224 -2.879  C18 1.532, C20 1.462, N23 1.463, H27 1.108
20 C 0.168 5.353 -2.019  C19 1.462, O21 1.394, H28 1.114, H29 1.100
21 O 1.349 5.137 -1.311  C20 1.394, C22 1.427
22 C 1.507 6.108 -0.278  O21 1.427, H30 1.064, H31 1.102, H32 1.136
23 N -0.386 2.991 -2.119  C19 1.463, H33 1.019, H34 1.014
24 H -2.200 4.969 -3.125  C18 1.083
25 H -1.734 3.698 -4.187  C18 1.068
26 H -1.195 5.392 -4.434  C18 1.065
27 H 0.648 4.086 -3.602  C19 1.108
28 H -0.689 5.532 -1.330  C20 1.114
29 H 0.312 6.236 -2.660  C20 1.100
30 H 2.477 5.893 0.102  C22 1.064
31 H 0.781 5.891 0.522  C22 1.102
32 H 1.405 7.206 -0.549  C22 1.136
33 H 0.152 3.031 -1.255  N23 1.019
34 H -1.372 2.922 -1.892  N23 1.014
35 C 0.513 0.496 -5.269  C36 1.544, H41 1.108, H42 1.122, H43 1.080
36 C 0.894 -0.454 -4.113  C35 1.544, C37 1.502, N40 1.483, H44 1.091
37 C 2.035 -1.334 -4.536  C36 1.502, O38 1.447, H45 1.105, H46 1.140
38 O 1.508 -2.395 -5.368  C37 1.447, C39 1.389
39 C 2.515 -3.152 -5.952  O38 1.389, H47 1.091, H48 1.112, H49 1.105
40 N 1.188 0.236 -2.834  C36 1.483, H50 1.028, H51 1.001
41 H -0.547 0.782 -5.118  C35 1.108
42 H 0.522 0.097 -6.318  C35 1.122
43 H 1.072 1.404 -5.097  C35 1.080
44 H 0.096 -1.188 -3.991  C36 1.091
45 H 2.507 -1.757 -3.631  C37 1.105
46 H 2.806 -0.747 -5.136  C37 1.140
47 H 3.141 -2.508 -6.571  C39 1.091
48 H 2.086 -3.958 -6.587  C39 1.112
49 H 3.149 -3.662 -5.203  C39 1.105
50 H 0.500 0.977 -2.641  N40 1.028
51 H 1.231 -0.481 -2.137  N40 1.001
52 C 6.130 -2.593 0.623  C53 1.539, H58 1.090, H59 1.142, H60 1.105
53 C 6.713 -1.169 0.648  C52 1.539, C54 1.541, N57 1.488, H61 1.119
54 C 5.978 -0.300 1.687  C53 1.541, O55 1.438, H62 1.103, H63 1.156
55 O 6.310 -0.875 2.963  C54 1.438, C56 1.394
56 C 5.670 -0.305 4.062  O55 1.394, H64 1.051, H65 1.101, H66 1.095
57 N 8.189 -1.141 0.831  C53 1.488, H67 1.006, H68 1.021
58 H 5.155 -2.532 0.139  C52 1.090
59 H 5.999 -3.150 1.612  C52 1.142
60 H 6.685 -3.238 -0.081  C52 1.105
61 H 6.500 -0.713 -0.352  C53 1.119
62 H 4.880 -0.212 1.619  C54 1.103
63 H 6.410 0.771 1.633  C54 1.156
64 H 5.868 -0.923 4.888  C56 1.051
65 H 4.573 -0.214 4.035  C56 1.101
66 H 5.969 0.722 4.291  C56 1.095
67 H 8.389 -0.197 1.117  N57 1.006
68 H 8.294 -1.694 1.683  N57 1.021
69 C -0.704 3.893 4.782  C70 1.513, H75 1.100, H76 1.110, H77 1.066
70 C -0.717 3.851 3.270  C69 1.513, C71 1.474, N74 1.509, H78 1.105
71 C -0.085 2.577 2.882  C70 1.474, O72 1.428, H79 1.075, H80 1.090
72 O 1.083 2.338 3.669  C71 1.428, C73 1.390
73 C 1.534 1.052 3.396  O72 1.390, H81 1.102, H82 1.124, H83 1.097
74 N -2.091 3.944 2.654  C70 1.509, H84 1.053, H85 1.029
75 H -1.352 4.662 5.228  C69 1.100
76 H 0.293 4.194 5.167  C69 1.110
77 H -1.024 2.937 5.128  C69 1.066
78 H -0.192 4.728 2.850  C70 1.105
79 H 0.194 2.460 1.851  C71 1.075
80 H -0.788 1.764 3.067  C71 1.090
81 H 1.937 0.991 2.372  C73 1.102
82 H 0.825 0.192 3.541  C73 1.124
83 H 2.413 0.846 4.020  C73 1.097
84 H -2.655 3.142 3.040  N74 1.053
85 H -2.528 4.837 2.919  N74 1.029
86 C -2.181 -1.335 4.513  C87 1.559, H92 1.067, H93 1.077, H94 1.065
87 C -1.273 -2.558 4.179  C86 1.559, C88 1.577, N91 1.456, H95 1.105
88 C -1.186 -3.518 5.427  C87 1.577, O89 1.415, H96 1.102, H97 1.095
89 O -2.476 -4.064 5.626  C88 1.415, C90 1.451
90 C -2.427 -5.505 5.460  O89 1.451, H98 1.090, H99 1.079, H100 1.104
91 N -1.604 -3.249 2.941  C87 1.456, H101 1.028, H102 1.009
92 H -1.623 -0.846 5.280  C86 1.067
93 H -3.140 -1.650 4.887  C86 1.077
94 H -2.315 -0.656 3.704  C86 1.065
95 H -0.291 -2.060 4.081  C87 1.105
96 H -1.011 -2.918 6.334  C88 1.102
97 H -0.355 -4.227 5.340  C88 1.095
98 H -1.900 -5.927 6.315  C90 1.090
99 H -1.920 -5.768 4.544  C90 1.079
100 H -3.441 -5.933 5.380  C90 1.104
101 H -2.550 -3.651 2.919  N91 1.028
102 H -1.509 -2.620 2.158  N91 1.009
103 C 2.056 -0.825 0.281  C104 1.558, H109 1.081, H110 1.112, H111 1.081
104 C 0.590 -1.355 0.272  C103 1.558, C105 1.493, N108 1.487, H112 1.086
105 C -0.378 -0.260 0.573  C104 1.493, O106 1.411, H113 1.117, H114 1.088
106 O -1.634 -0.862 0.798  C105 1.411, C107 1.451
107 C -2.628 0.181 0.964  O106 1.451, H115 1.084, H116 1.089, H117 1.111
108 N 0.316 -2.053 -1.012  C104 1.487, H118 0.997, H119 1.022
109 H 2.678 -1.487 -0.306  C103 1.081
110 H 2.302 -0.893 1.363  C103 1.112
111 H 2.134 0.191 -0.082  C103 1.081
112 H 0.420 -2.103 1.039  C104 1.086
113 H -0.490 0.479 -0.258  C105 1.117
114 H -0.005 0.239 1.464  C105 1.088
115 H -2.702 0.804 0.079  C107 1.084
116 H -2.338 0.800 1.812  C107 1.089
117 H -3.541 -0.390 1.235  C107 1.111
118 H 0.516 -3.027 -0.940  N108 0.997
119 H -0.664 -2.007 -1.297  N108 1.022
120 C 4.067 2.601 -3.632  C121 1.528, H126 1.083, H127 1.108, H128 1.048
121 C 4.441 2.148 -2.222  C120 1.528, C122 1.533, N125 1.525, H129 1.096
122 C 3.671 2.900 -1.130  C121 1.533, O123 1.395, H130 1.123, H131 1.080
123 O 4.130 2.449 0.108  C122 1.395, C124 1.440
124 C 3.549 3.010 1.300  O123 1.440, H132 1.090, H133 1.095, H134 1.081
125 N 4.307 0.632 -2.135  C121 1.525, H135 1.017, H136 1.030
126 H 3.004 2.543 -3.835  C120 1.083
127 H 4.529 1.817 -4.264  C120 1.108
128 H 4.526 3.532 -3.773  C120 1.048
129 H 5.504 2.374 -2.079  C121 1.096
130 H 2.593 2.603 -1.235  C122 1.123
131 H 3.830 3.968 -1.108  C122 1.080
132 H 4.016 2.514 2.150  C124 1.090
133 H 2.472 2.838 1.403  C124 1.095
134 H 3.636 4.085 1.364  C124 1.081
135 H 4.541 0.370 -1.180  N125 1.017
136 H 3.364 0.374 -2.460  N125 1.030
137 C 1.864 -5.507 -2.226  C138 1.520, H140 1.079, H141 1.104, H142 1.143
138 C 1.749 -5.427 -0.712  C137 1.520, O139 1.423, H143 1.115, H144 1.061
139 O 0.414 -5.147 -0.307  C138 1.423, H145 0.953
140 H 1.454 -6.393 -2.685  C137 1.079
141 H 2.883 -5.312 -2.606  C137 1.104
142 H 1.330 -4.581 -2.630  C137 1.143
143 H 2.518 -4.717 -0.327  C138 1.115
144 H 2.112 -6.305 -0.240  C138 1.061
145 H 0.333 -5.437 0.597  O139 0.953
146 C -6.252 0.485 4.060  C147 1.549, H149 1.085, H150 1.100, H151 1.091
147 C -5.055 1.240 4.691  C146 1.549, O148 1.508, H152 1.123, H153 1.078
148 O -4.054 1.615 3.628  C147 1.508, H154 0.967
149 H -6.978 0.319 4.849  C146 1.085
150 H -5.980 -0.465 3.576  C146 1.100
151 H -6.729 1.088 3.286  C146 1.091
152 H -4.515 0.637 5.470  C147 1.123
153 H -5.399 2.136 5.181  C147 1.078
154 H -4.476 1.494 2.766  O148 0.967
155 C -3.585 -4.423 -0.590  C156 1.512, H158 1.094, H159 1.088, H160 1.098
156 C -3.148 -3.323 -1.531  C155 1.512, O157 1.435, H161 1.097, H162 1.101
157 O -4.339 -2.838 -2.168  C156 1.435, H163 0.985
158 H -2.745 -5.083 -0.357  C155 1.094
159 H -4.316 -5.028 -1.123  C155 1.088
160 H -4.057 -4.094 0.344  C155 1.098
161 H -2.476 -3.687 -2.318  C156 1.097
162 H -2.650 -2.539 -0.939  C156 1.101
163 H -4.181 -1.915 -2.476  O157 0.985
164 C 2.836 -4.283 2.236  C165 1.517, H167 1.106, H168 1.108, H169 1.081
165 C 1.664 -4.060 3.172  C164 1.517, O166 1.426, H170 1.087, H171 1.086
166 O 0.597 -4.921 2.784  C165 1.426, H172 0.989
167 H 2.692 -3.692 1.312  C164 1.106
168 H 2.828 -5.352 1.944  C164 1.108
169 H 3.774 -4.025 2.707  C164 1.081
170 H 1.259 -3.062 3.024  C165 1.087
171 H 1.916 -4.168 4.222  C165 1.086
172 H -0.251 -4.415 2.736  O166 0.989
173 C -4.669 3.912 -1.588  C174 1.499, H176 1.078, H177 1.117, H178 1.088
174 C -4.173 3.343 -0.293  C173 1.499, O175 1.451, H179 1.107, H180 1.097
175 O -2.734 3.522 -0.237  C174 1.451, H181 0.994
176 H -5.741 3.839 -1.673  C173 1.078
177 H -4.178 3.363 -2.428  C173 1.117
178 H -4.421 4.970 -1.620  C173 1.088
179 H -4.396 2.268 -0.146  C174 1.107
180 H -4.643 3.954 0.487  C174 1.097
181 H -2.407 3.664 0.691  O175 0.994

=====

No. 2
Entry from OMol25: a 17-piece molecular cluster, CH35O17 overall in a non-equilibrium geometry (the ωB97M-V functional and the def2-TZVPD basis).

net charge: -1
frontier orbital gap: 8.27 eV
ΔE to the lowest compared entry with this formula, charge and spin: 25.3 kJ/mol

Bonds (Å) are listed after each position.
Atoms and positions in Å:
1 C -0.479 0.159 0.179  O2 1.389, H3 1.112, H4 1.082, H5 1.077
2 O -0.339 -0.957 -0.636  C1 1.389
3 H -0.915 1.052 -0.321  C1 1.112
4 H 0.513 0.431 0.515  C1 1.082
5 H -0.917 0.023 1.153  C1 1.077
6 O 0.572 0.323 -2.707  H7 0.953, H8 0.968
7 H 1.012 0.991 -2.189  O6 0.953
8 H 0.252 -0.337 -2.076  O6 0.968
9 O -2.163 -1.603 -2.605  H10 0.953, H11 0.990
10 H -1.403 -1.519 -2.036  O9 0.953
11 H -2.453 -2.548 -2.543  O9 0.990
12 O -2.365 -2.360 0.335  H13 0.969, H14 0.979
13 H -2.261 -2.583 1.272  O12 0.969
14 H -1.559 -1.872 0.071  O12 0.979
15 O 0.860 -4.040 -0.094  H16 0.997, H17 0.978
16 H 1.813 -4.332 -0.065  O15 0.997
17 H 0.703 -3.335 0.566  O15 0.978
18 O 0.559 -2.083 1.698  H19 0.960, H20 0.980
19 H -0.202 -2.484 2.125  O18 0.960
20 H 0.217 -1.547 0.952  O18 0.980
21 O -3.535 -0.008 0.713  H22 0.943, H23 0.965
22 H -3.617 0.345 -0.158  O21 0.943
23 H -3.148 -0.889 0.647  O21 0.965
24 O 0.931 -2.852 -2.803  H25 0.963, H26 0.970
25 H 0.764 -3.243 -1.939  O24 0.963
26 H 0.329 -3.251 -3.451  O24 0.970
27 O 3.213 0.922 0.388  H28 0.971, H29 0.970
28 H 2.705 0.699 1.185  O27 0.971
29 H 3.249 0.112 -0.144  O27 0.970
30 O 1.803 0.373 2.771  H31 0.952, H32 0.955
31 H 1.672 0.574 3.692  O30 0.952
32 H 1.255 -0.409 2.775  O30 0.955
33 O -0.619 1.656 3.690  H34 0.944, H35 0.964
34 H -0.126 1.922 4.450  O33 0.944
35 H -0.729 0.699 3.737  O33 0.964
36 O 2.080 2.407 -1.454  H37 0.986, H38 0.947
37 H 2.431 1.819 -0.744  O36 0.986
38 H 2.832 2.397 -2.030  O36 0.947
39 O 2.584 -1.500 -0.571  H40 0.968, H41 0.974
40 H 3.059 -1.623 -1.406  O39 0.968
41 H 1.645 -1.298 -0.730  O39 0.974
42 O -1.493 1.997 -3.099  H43 0.968, H44 0.975
43 H -2.283 1.811 -2.572  O42 0.968
44 H -0.753 1.429 -2.815  O42 0.975
45 O -2.395 2.351 1.517  H46 0.955, H47 0.968
46 H -1.730 2.313 2.201  O45 0.955
47 H -2.299 1.515 1.038  O45 0.968
48 O -0.457 3.546 -0.724  H49 0.997, H50 0.948
49 H -0.030 3.789 -1.592  O48 0.997
50 H -0.895 2.710 -0.809  O48 0.948
51 O 0.949 3.036 1.701  H52 0.956, H53 0.987
52 H 0.596 2.270 2.151  O51 0.956
53 H 0.542 2.990 0.803  O51 0.987